No. 1
Computed, not measured: C8H24Cl2NOP2Tc as an isolated structure, with ωB97M-V/def2-TZVPD.

```
39
Properties=species:S:1:pos:R:3:forces:R:3:lowdin_spin:R:1
Tc 0.000000 0.000000 0.000000 2.2 -2.2 0.6 1.848
Cl 2.005465 -0.097300 1.288667 -1.9 0.1 -1.2 0.090
Cl 3.326533 -3.366987 1.967170 -1.2 -0.7 -1.0 0.239
P -1.101363 -0.644153 1.934988 -1.6 -1.0 3.2 0.006
P 1.347244 0.628287 -1.778309 2.4 1.0 -2.8 0.005
O 1.354331 -4.244169 0.447429 0.2 0.4 0.3 0.614
N -0.416658 1.892057 0.327905 -1.1 2.0 0.1 0.008
C 2.443868 -4.510224 0.840359 1.8 0.3 1.1 0.060
C 2.636349 -0.604595 -2.195235 -0.3 -0.1 0.4 0.001
C -2.921115 -0.842219 1.854251 0.2 0.1 -0.5 0.014
C 3.274646 -5.723332 0.538542 -0.3 -0.8 -0.7 0.078
C -0.860206 0.507782 3.338703 0.2 -0.1 -0.5 -0.002
C 0.535993 0.957165 -3.387913 -0.4 -0.2 0.4 0.013
C -0.527826 -2.248389 2.607878 0.2 0.1 -0.4 0.002
C 2.312992 2.153600 -1.468368 -0.3 -0.3 0.3 -0.002
H -0.750404 -3.040739 1.888297 -0.1 0.0 0.1 0.001
H 2.156359 -1.529461 -2.525872 0.1 0.1 -0.1 0.000
H 4.217930 -5.410465 0.081758 -0.1 0.3 0.0 0.004
H -1.013274 -2.472569 3.564020 0.0 0.1 -0.2 0.000
H 2.999266 2.362185 -2.296340 -0.2 0.0 0.1 -0.001
H -3.170647 -1.594754 1.101308 -0.1 0.0 0.1 0.000
H 0.214594 0.636979 3.489658 -0.1 0.0 0.2 0.000
H 3.210250 -0.813737 -1.288685 0.1 0.0 -0.2 0.000
H 2.721798 -6.383287 -0.132331 0.1 0.0 0.1 -0.002
H 0.432017 2.390033 0.675892 -0.8 -0.1 -0.3 0.009
H 1.626320 2.994534 -1.339674 0.2 0.1 -0.1 0.000
H 3.516871 -6.237128 1.473126 -0.2 0.2 0.2 0.005
H -0.196036 1.760269 -3.267195 0.1 0.0 -0.2 0.000
H 3.299869 -0.231951 -2.983130 -0.2 0.0 0.1 0.000
H -1.296940 1.478009 3.087414 -0.1 0.0 0.3 0.000
H 1.270593 1.245320 -4.146999 0.0 0.0 0.2 0.001
H -0.737171 2.322173 -0.568266 0.4 0.2 0.8 0.006
H 0.006414 0.059018 -3.717018 0.0 0.1 -0.1 0.000
H -3.375807 0.105579 1.553563 -0.1 -0.1 0.1 0.000
H 0.555573 -2.191542 2.740961 -0.1 0.0 0.2 0.000
H -1.196154 1.999682 1.006414 0.7 0.4 -0.4 0.001
H -1.324761 0.120654 4.252243 0.0 0.1 -0.2 -0.001
H 2.874405 2.015830 -0.540748 0.1 0.1 -0.1 0.000
H -3.326705 -1.149131 2.823951 0.2 0.1 -0.1 0.001
```
Forces are in eV/Å.

Summary:
LUMO energy (spin up / spin down), eV: -12.21 / -15.58
Multiplicity: 4
Total charge: +3

No. 2
Computed, not measured: C12H6MoN4S4SbSe as an isolated structure, with ωB97M-V/def2-TZVPD.

```
29
Properties=species:S:1:pos:R:3:forces:R:3:lowdin_spin:R:1
Sb 3.979666 -2.682731 2.154113 -0.1 -0.3 -0.1 0.038
Mo 1.820774 -1.632469 0.406376 -0.2 1.2 0.2 1.610
Se -4.017318 3.305048 -0.895995 -0.2 0.2 0.0 -0.001
S 1.533687 -2.635369 2.412487 0.0 -0.2 0.4 0.050
S 3.164241 -2.966961 -0.581002 0.2 -0.2 -0.2 0.088
S 5.011848 -4.560980 2.634014 -0.1 0.3 0.0 0.041
S 4.330515 -0.483582 1.839428 -0.3 -0.3 -0.2 0.086
N 1.417974 0.470623 -0.120273 0.1 -0.1 -0.1 0.010
N -2.269628 3.520019 -0.768060 0.2 0.0 0.0 0.000
N -0.301005 -1.561707 -0.080487 0.2 0.0 0.0 0.014
N -3.939356 1.551755 -0.703768 0.0 -0.2 0.0 -0.002
C 0.643464 3.105402 -0.523013 0.1 0.0 0.0 0.003
C 2.325790 1.445449 -0.192069 0.1 0.0 0.0 0.008
C -0.316557 2.092682 -0.468633 0.0 -0.1 0.0 0.001
C -0.828303 -0.320384 -0.258039 -0.1 -0.6 0.1 0.010
C -2.677288 1.235107 -0.571046 0.1 0.2 0.0 0.000
C -1.108021 -2.621088 -0.080052 0.1 0.0 0.0 0.021
C -2.196682 -0.127490 -0.401242 0.1 -0.1 -0.1 -0.001
C -3.033069 -1.247591 -0.394128 0.0 0.0 0.0 0.015
C -1.745836 2.332062 -0.607319 -0.1 0.0 0.0 0.000
C -2.481165 -2.501787 -0.242703 -0.1 0.1 0.0 -0.001
C 0.111133 0.783299 -0.285167 0.1 0.2 0.1 0.004
C 1.975232 2.772967 -0.400766 -0.1 0.1 0.0 0.001
H -4.099476 -1.106170 -0.511572 0.0 0.0 0.0 0.001
H 0.323795 4.129346 -0.666986 0.0 0.0 0.0 0.000
H 2.748120 3.525723 -0.451891 0.0 0.0 0.0 0.000
H -3.097297 -3.388827 -0.238836 0.0 0.0 0.0 0.000
H 3.357605 1.149566 -0.068308 0.0 0.0 0.0 0.001
H -0.632850 -3.581913 0.064948 0.0 0.0 0.0 0.003
```
Forces are in eV/Å.

Summary:
LUMO energy (spin up / spin down), eV: -4.83 / -5.01
Multiplicity: 3
Total charge: +1

No. 3
Computed, not measured: a 2-piece molecular cluster, C17H29N2O7 overall, with ωB97M-V/def2-TZVPD.

```
55
Properties=species:S:1:pos:R:3:forces:R:3:lowdin_charge:R:1
O 2.514615 7.213340 -6.150105 -0.1 0.1 0.0 0.122
O 1.388318 2.776750 0.595408 -2.3 -1.3 -1.9 0.130
O -2.424531 -2.772622 3.028242 0.1 0.0 0.2 -0.136
O 0.613004 2.239106 -1.471802 0.4 -0.1 1.0 0.101
O 2.741802 4.127552 -2.627828 -0.2 0.0 0.3 0.107
O 0.541285 8.382207 -4.861537 0.1 0.1 -0.2 0.115
O 0.691364 5.284017 -1.348449 0.2 -0.2 -0.1 0.104
N -1.428863 -2.235658 1.005563 -1.0 0.6 -0.7 -0.046
N 1.936429 -2.739308 1.956505 -0.5 -0.1 -0.2 0.030
C -2.502693 -1.882650 1.993681 0.3 0.0 0.3 -0.187
C 1.217162 -5.127023 1.962471 -0.2 0.0 -0.3 -0.192
C 2.139656 6.690597 -4.992769 0.2 -0.2 -0.1 -0.242
C -1.790604 -3.493699 0.261295 0.6 -0.8 -0.2 -0.087
C 0.522420 6.877909 -3.046147 -0.1 0.1 -0.1 0.075
C -0.198417 -0.081267 0.606677 -0.6 0.3 -0.1 -0.140
C 2.719733 5.610576 -4.453388 0.0 -0.1 0.1 0.074
C -0.788646 -4.632248 0.435873 -0.2 0.0 0.3 -0.138
C -1.279236 -1.042244 0.096584 0.8 0.3 0.2 -0.098
C -0.290353 -4.884949 1.861605 0.6 0.0 0.0 -0.185
C -2.963548 -2.297312 4.275681 0.2 -0.3 -0.1 -0.016
C 2.251790 5.094370 -3.176752 0.2 0.1 -0.4 -0.314
C -0.603998 1.414557 0.481489 1.0 -0.5 0.1 -0.070
C 2.096379 -4.068348 1.339610 0.3 0.3 0.3 -0.268
C 1.098927 5.797036 -2.505593 -0.2 0.2 0.1 -0.229
C 1.004578 7.401903 -4.313884 -0.2 -0.1 0.4 -0.316
C 0.555004 2.194211 -0.101006 1.8 1.6 1.1 -0.467
H 1.939122 7.986452 -6.300317 0.0 0.1 0.0 0.122
H -0.302146 7.391767 -2.572741 0.0 0.0 0.0 0.136
H -1.314443 -5.521230 0.120485 -0.2 -0.3 -0.3 0.124
H 1.663599 -2.034167 1.291346 0.2 0.2 -0.1 0.034
H 1.454125 -6.082571 1.512893 0.2 -0.3 -0.2 0.119
H 3.123811 -4.373556 1.482118 0.3 -0.1 0.0 0.108
H -3.716819 -2.996186 4.594832 -0.4 -0.2 0.1 0.097
H -3.382941 -1.306117 4.187602 -0.2 0.3 -0.1 0.093
H -0.787600 -5.758774 2.255357 -0.2 -0.2 0.2 0.119
H -2.224452 -0.532514 0.021810 -0.5 -0.1 0.0 0.129
H 3.539335 5.094285 -4.932329 0.0 0.0 0.0 0.135
H 1.970314 -3.995949 0.268150 -0.2 0.0 -0.4 0.098
H 1.254400 -2.744708 2.702945 0.1 0.0 0.3 0.060
H -2.770268 -3.833277 0.547738 -0.4 0.2 0.5 0.134
H 0.022641 -0.268102 1.650288 0.1 -0.1 0.3 0.120
H 1.503096 -5.205619 3.004379 -0.1 -0.1 0.4 0.119
H -0.543987 -4.083015 2.541581 -0.2 0.3 0.1 0.076
H 0.392079 1.367418 -1.808280 -0.3 -0.1 -0.4 0.113
H 0.708178 -0.266664 0.049880 0.4 -0.1 -0.1 0.117
H -0.538037 -2.340033 1.496662 0.1 -0.4 0.2 0.131
H -3.452085 -1.940309 1.472736 -0.2 0.0 -0.4 0.157
H -2.342477 -0.850549 2.297526 0.2 0.2 0.2 0.145
H -1.003580 -1.378803 -0.890074 -0.1 -0.3 -0.2 0.133
H -1.498930 1.541795 -0.107840 -0.2 0.1 -0.2 0.123
H -0.723899 1.809061 1.474422 -0.4 0.2 0.3 0.126
H -2.169476 -2.277707 5.004811 0.3 0.0 0.2 0.097
H 1.268952 4.520782 -1.160120 0.2 0.0 0.0 0.079
H -1.847921 -3.248668 -0.786079 -0.1 0.2 -0.3 0.125
H 0.017832 -4.519844 -0.271202 0.4 0.2 -0.1 0.105
```
Forces are in eV/Å.

Summary:
LUMO energy, eV: -2.76
Total charge: +1

Respective calculated total energy values: -58013.274, -135577.612, -35404.031 eV.